ORCA calculation (ωB97M-V with the def2-TZVPD basis set) on C22H81N5O16 as an isolated structure.

**Kohn-Sham gap**: 7.6 eV
**Electronic energy**: -2362.8109 Ha
**HOMO energy**: -7.601 eV

Structure (ORCA input):
```
! RIJCOSX wB97M-V def2-TZVPD def2/J DEFGRID3
* xyz 0 1
C 2.32 -3.33 -4.14
C 2.60 -2.22 -3.09
O 1.49 -1.32 -3.26
H 1.37 -3.79 -3.89
H 3.00 -4.17 -4.00
H 2.22 -2.97 -5.16
H 3.51 -1.66 -3.26
H 2.49 -2.52 -2.05
H 1.57 -0.61 -3.91
C -1.14 -0.13 0.95
C -0.65 1.11 0.19
C 0.82 1.07 -0.31
O 1.04 0.04 -1.25
C 2.40 0.08 -1.73
N -1.60 1.32 -1.00
H -0.46 -0.30 1.79
H -1.02 -1.09 0.46
H -2.17 -0.07 1.30
H -0.85 1.95 0.85
H 1.47 1.02 0.56
H 1.06 2.01 -0.81
H 3.15 0.12 -0.94
H 2.55 0.87 -2.47
H 2.55 -0.83 -2.32
H -2.57 1.33 -0.74
H -1.48 0.46 -1.52
C 4.61 -3.91 0.01
C 3.56 -2.88 0.53
C 3.50 -1.71 -0.48
O 4.84 -1.21 -0.70
C 4.87 0.19 -1.13
N 2.27 -3.55 0.67
H 4.51 -4.73 0.73
H 5.63 -3.57 0.18
H 4.35 -4.24 -0.99
H 3.69 -2.52 1.55
H 2.81 -0.96 -0.11
H 3.16 -2.07 -1.45
H 4.28 0.75 -0.40
H 4.42 0.28 -2.12
H 5.86 0.64 -1.03
H 1.53 -2.86 0.58
H 2.06 -4.01 -0.21
C -2.51 0.43 -3.17
C -1.95 -0.78 -2.45
C -2.98 -1.32 -1.45
O -2.53 -2.52 -0.76
C -3.51 -2.88 0.19
N -1.69 -1.82 -3.46
H -3.48 0.15 -3.58
H -1.94 0.97 -3.93
H -2.89 1.11 -2.41
H -1.00 -0.50 -1.99
H -3.82 -1.52 -2.11
H -3.28 -0.55 -0.75
H -4.42 -3.14 -0.34
H -3.65 -2.05 0.89
H -3.38 -3.87 0.62
H -2.56 -1.83 -3.98
H -1.54 -2.66 -2.93
C -4.10 -0.22 0.97
C -4.57 1.22 1.11
C -3.44 2.24 0.71
O -2.27 2.18 1.49
C -2.51 2.55 2.89
N -5.72 1.49 0.28
H -4.73 -1.02 1.38
H -3.11 -0.37 1.39
H -3.97 -0.33 -0.11
H -4.85 1.45 2.14
H -3.78 3.28 0.75
H -3.15 2.15 -0.34
H -2.99 1.79 3.51
H -3.11 3.45 2.99
H -1.57 2.79 3.40
H -5.75 2.49 0.14
H -5.44 1.12 -0.62
C -0.47 -1.01 3.42
C -0.18 -0.11 4.63
C -0.28 1.38 4.30
O 0.63 1.78 3.35
C 0.57 3.19 2.96
N -0.98 -0.49 5.79
H -1.45 -0.82 2.98
H -0.38 -2.05 3.72
H 0.32 -0.77 2.70
H 0.84 -0.31 4.94
H -0.06 1.97 5.19
H -1.32 1.59 4.02
H -0.29 3.25 2.29
H 1.48 3.42 2.42
H 0.33 3.78 3.84
H -1.92 -0.14 5.64
H -1.07 -1.49 5.76
O -1.67 3.92 0.73
H -1.88 3.11 1.19
H -0.99 4.34 1.26
O 1.36 2.90 0.74
H 1.18 3.74 1.17
H 1.00 3.00 -0.14
O 3.53 0.43 -3.48
H 2.81 0.26 -4.09
H 3.44 1.35 -3.26
O 3.03 1.70 1.51
H 2.37 2.26 1.10
H 2.60 1.36 2.30
O 0.98 -1.77 0.03
H 0.77 -0.94 -0.41
H 1.10 -1.53 0.94
O 1.59 -0.98 1.71
H 1.68 -0.11 2.09
H 1.82 -1.58 2.42
O 1.09 2.46 -3.21
H 2.01 2.27 -3.01
H 1.10 3.36 -3.52
O -0.71 -2.81 0.67
H 0.11 -2.39 0.39
H -1.04 -3.24 -0.12
O 0.28 0.64 -3.27
H 0.16 0.59 -2.32
H 0.46 1.57 -3.44
O -0.15 3.36 -0.84
H -0.33 2.46 -1.12
H -0.89 3.58 -0.27
*
```

ORCA calculation (ωB97M-V with the def2-TZVPD basis set) on a 16-piece molecular cluster, C22H8Cl64F4O4 overall.

**Kohn-Sham gap**: 5.8 eV
**Electronic energy**: -30995.2935 Ha
**HOMO energy**: -6.817 eV

Structure (ORCA input):
```
! RIJCOSX wB97M-V def2-TZVPD def2/J DEFGRID3
* xyz 0 1
C -2.28 3.36 -2.27
C -2.91 4.39 -3.18
F -3.35 5.43 -2.37
O -4.08 3.95 -3.85
C -4.00 2.67 -4.30
O -4.73 1.83 -3.89
O -3.09 2.52 -5.27
C -2.53 1.20 -5.32
C -0.98 1.25 -5.47
O -0.39 1.05 -4.20
C -0.46 2.56 -6.04
F -1.03 2.86 -7.20
F 0.86 2.42 -6.26
F -0.58 3.58 -5.18
H -3.07 2.89 -1.68
H -1.60 3.90 -1.60
H -1.66 2.65 -2.82
H -2.22 4.83 -3.89
H -2.74 0.60 -4.44
H -2.90 0.74 -6.24
H -0.69 0.43 -6.13
H 0.27 0.36 -4.26
C -7.79 0.89 -1.54
Cl -7.80 2.54 -2.17
Cl -6.27 0.59 -0.70
Cl -9.14 0.68 -0.41
Cl -7.96 -0.26 -2.88
C -2.57 -1.65 -0.88
Cl -2.95 -0.63 0.51
Cl -4.05 -2.44 -1.44
Cl -1.92 -0.64 -2.17
Cl -1.39 -2.87 -0.40
C 0.28 1.73 2.14
Cl 0.11 0.02 2.54
Cl -0.36 2.03 0.52
Cl -0.61 2.71 3.31
Cl 1.99 2.17 2.18
C -1.02 -5.28 -4.11
Cl -2.76 -5.62 -4.24
Cl -0.16 -6.00 -5.48
Cl -0.75 -3.52 -4.08
Cl -0.32 -6.08 -2.42
C 1.86 5.20 5.34
Cl 2.35 3.56 5.79
Cl 2.34 5.52 3.67
Cl 0.11 5.34 5.48
Cl 2.63 6.36 6.41
C 3.98 -5.59 -1.85
Cl 3.33 -5.87 -0.23
Cl 4.54 -3.92 -1.98
Cl 5.33 -6.69 -2.14
Cl 2.70 -5.88 -3.04
C 4.30 6.76 10.37
Cl 5.67 6.06 11.23
Cl 3.61 5.56 9.27
Cl 3.07 7.27 11.54
Cl 4.84 8.16 9.44
C -0.46 -8.88 -1.55
Cl 0.44 -10.36 -1.92
Cl 0.23 -8.09 -0.14
Cl -0.32 -7.68 -3.05
Cl -2.17 -9.28 -1.27
C 0.98 -4.08 2.74
Cl 2.58 -3.45 3.18
Cl 0.92 -4.36 1.00
Cl 0.70 -5.61 3.58
Cl -0.25 -2.90 3.19
C 5.01 -9.91 -5.23
Cl 4.02 -8.69 -4.43
Cl 6.26 -10.47 -4.11
Cl 3.99 -11.28 -5.70
Cl 5.76 -9.22 -6.66
C 3.60 -8.47 5.11
Cl 3.39 -6.77 4.70
Cl 2.14 -9.05 5.93
Cl 3.84 -9.40 3.63
Cl 5.00 -8.67 6.17
C -1.88 -10.15 3.39
Cl -0.33 -9.63 4.07
Cl -1.76 -10.14 1.63
Cl -2.26 -11.78 3.96
Cl -3.15 -9.04 3.91
C -5.46 8.95 -2.49
Cl -4.53 7.46 -2.59
Cl -4.75 10.02 -1.28
Cl -5.46 9.77 -4.06
Cl -7.13 8.58 -2.03
C 1.37 7.00 -3.84
Cl 0.27 8.04 -2.93
Cl 2.66 6.43 -2.76
Cl 0.48 5.61 -4.47
Cl 2.09 7.90 -5.18
C 0.48 9.38 4.46
Cl 2.21 9.10 4.65
Cl -0.34 9.08 6.00
Cl 0.21 11.05 3.96
Cl -0.16 8.29 3.22
C 6.14 3.01 7.10
Cl 7.87 2.76 7.35
Cl 5.29 2.76 8.63
Cl 5.86 4.65 6.52
Cl 5.54 1.85 5.90
*
```

- Which value of Kohn-Sham gap does entry 1 give?
  7.6 eV

- Which of these has the lowest Kohn-Sham gap?
  C22H8Cl64F4O4

- Which formula does entry 2 have?
  C22H8Cl64F4O4